Record 1
{"formula": "C3H9MgO3", "method": "ωB97M-V/def2-TZVPD", "species": ["H", "O", "H", "C", "H", "C", "C", "H", "Mg", "H", "H", "H", "H", "H", "O", "O"], "xyz": [[-2.18717, -1.84559, -1.16791], [0.29174, 0.68126, 0.73448], [0.02236, 0.46667, -2.30003], [0.94472, 1.39508, 1.77851], [0.96109, -1.03326, -1.94329], [0.29163, -0.26614, -1.51881], [1.06703, 0.47501, -0.45109], [1.35086, 2.33136, 1.37354], [-1.35733, -0.44844, 0.71867], [1.95397, -0.10731, -0.15697], [0.19390, 1.59747, 2.54906], [1.35489, 1.47152, -0.81824], [-2.87247, -2.76712, 0.19861], [1.75624, 0.78464, 2.19761], [-0.89584, -0.88546, -1.11104], [-2.87561, -1.84970, -0.08309]], "homo_ev": -13.44, "gap_ev": 8.007, "total_energy_ha": -545.263407, "relative_energy_kcal_mol": 6.6, "charge": 1}

---

Record 2
{"formula": "C10H15AgN5", "method": "ωB97M-V/def2-TZVPD", "species": ["N", "C", "H", "C", "H", "H", "H", "C", "C", "H", "H", "N", "C", "H", "N", "H", "H", "H", "H", "H", "H", "C", "C", "C", "H", "C", "H", "N", "C", "Ag", "N"], "xyz": [[11.42508, 7.94457, 7.22728], [13.00855, 5.86784, 7.17769], [11.51810, 8.72667, 13.59271], [7.60426, 12.67919, 11.24729], [11.90518, 10.34376, 13.14629], [7.78504, 12.47545, 12.28571], [5.12722, 6.79241, 10.01860], [10.91400, 9.27532, 11.67694], [5.33646, 6.33974, 9.01827], [10.22244, 9.99830, 13.41187], [4.95860, 5.29760, 9.02923], [7.86428, 6.39280, 8.36715], [6.73957, 6.39920, 8.63958], [6.55006, 13.00319, 11.21492], [8.77451, 9.92825, 6.61564], [12.26826, 5.03730, 7.30659], [7.85324, 11.87546, 4.41575], [13.58743, 5.76827, 6.23013], [8.33982, 13.47243, 10.98177], [9.10393, 10.81774, 3.54026], [9.58723, 12.17365, 4.57389], [12.15259, 7.07412, 7.20223], [11.15775, 9.60166, 13.02481], [7.68262, 11.46740, 10.43799], [13.74946, 5.81455, 7.92828], [8.76157, 10.49129, 5.60742], [4.68218, 6.93842, 8.39635], [10.70030, 8.97037, 10.58983], [8.85153, 11.36546, 4.47363], [9.53235, 8.46317, 8.56737], [7.70789, 10.57247, 9.70015]], "homo_ev": -12.80, "gap_ev": 10.884, "total_energy_ha": -810.550217, "charge": 1}

---

Record 3
{"formula": "C2H2BiO3", "method": "ωB97M-V/def2-TZVPD", "species": ["O", "Bi", "O", "C", "O", "C", "H", "H"], "xyz": [[0.98693, 0.62510, -0.83063], [-1.05413, -2.13270, -1.19791], [-1.47034, 0.73326, -0.13821], [-0.40462, -0.11524, -0.52505], [-0.90646, 0.94822, 1.17764], [0.18993, 0.13454, 0.80964], [0.93431, -0.20184, 1.53244], [1.72439, 0.00867, -0.82793]], "homo_ev": [-19.54, -21.06], "gap_ev": [6.175, 7.867], "total_energy_ha": -516.679977, "relative_energy_kcal_mol": 149.2, "spin_multiplicity": 2, "charge": 2}

---

Record 4
{"formula": "C8H17N5O3", "method": "ωB97M-V/def2-TZVPD", "species": ["C", "H", "H", "O", "H", "H", "H", "H", "H", "N", "C", "H", "C", "H", "N", "C", "H", "H", "C", "O", "H", "H", "H", "N", "C", "H", "H", "N", "O", "C", "C", "H", "N"], "xyz": [[2.38210, -1.24749, -0.65495], [3.23352, -2.54157, 1.00045], [-2.29362, 1.74135, -0.37440], [0.79886, 2.57105, 0.97332], [-1.20571, -1.39941, -1.13335], [-0.26924, 1.79909, -2.35607], [-2.01900, -0.19421, 2.62386], [4.44963, -0.71824, -0.37379], [0.53194, -0.77336, -1.28643], [-3.07075, -0.73300, -0.67923], [-1.21824, 1.06887, -0.41961], [-4.06038, -0.59286, -1.25393], [1.27409, 1.06036, -0.68229], [-1.84863, -0.14913, -2.53839], [1.63448, -0.27606, -1.30120], [-3.25790, -0.88414, 0.66939], [-0.87108, 1.00980, 0.81460], [2.98550, -1.19284, 2.16839], [1.07386, 1.15848, 0.76481], [1.02061, 0.22086, 1.52672], [-4.94849, -1.57531, -0.09307], [-0.10833, 2.77246, -0.86700], [-1.10144, -0.51382, 1.04115], [-2.13825, -0.45555, 1.54932], [-1.80464, -0.31400, -1.24281], [0.64030, 2.85103, 1.89865], [2.02101, 1.63661, -0.97326], [-4.48901, -1.50079, 0.94887], [2.08071, -2.54420, -0.68279], [-0.02970, 1.62285, -1.21241], [3.51614, -0.65742, 0.20106], [3.44380, 0.25241, 0.61825], [3.64785, -1.50180, 1.32617]], "homo_ev": -8.21, "smiles": "[H]/N=C(/N)NCCC[C@H](NC(=O)CN)C(=O)O", "gap_ev": 8.256, "total_energy_ha": -814.216382, "relative_energy_kcal_mol": 246.2}

---

Record 5
{"formula": "C27H26N4OPbS", "method": "ωB97M-V/def2-TZVPD", "species": ["H", "H", "N", "C", "C", "N", "H", "Pb", "H", "H", "C", "H", "O", "C", "C", "C", "C", "C", "H", "C", "C", "C", "H", "C", "N", "H", "H", "H", "C", "C", "H", "H", "H", "H", "C", "H", "C", "H", "C", "C", "C", "C", "C", "H", "S", "C", "H", "H", "C", "N", "H", "H", "C", "H", "C", "H", "H", "C", "C", "H"], "xyz": [[-2.55276, 2.45608, -4.16455], [-0.31267, 3.39927, -4.66411], [-1.17217, -0.44895, 1.59105], [1.37351, 1.23059, 2.70767], [-0.80574, -4.10310, 0.79401], [1.33625, -1.46285, -3.78895], [0.76101, 2.45783, 5.02047], [-1.20509, -2.18619, -1.75259], [-1.11790, -0.87207, 4.39511], [-1.16846, -5.71918, 2.14918], [-1.69108, 2.16397, -3.57981], [-2.78269, 3.14320, 1.66306], [0.12797, -1.17115, -3.49149], [0.12738, 2.01738, 3.02673], [1.84862, -0.94043, -4.93218], [2.12334, -2.27445, -2.94621], [-1.12916, 3.36866, 4.60399], [-0.87888, -2.73094, 0.71107], [4.09107, -3.06455, -2.62707], [-1.55033, -2.41539, 2.93903], [-2.01080, 3.00065, 2.41005], [-1.18665, -1.83769, 1.70429], [-2.98466, 4.19552, 3.89377], [-0.02445, 2.59728, 4.28717], [-0.82652, 1.65283, 0.78383], [2.59484, 0.79944, -1.89510], [2.07463, 1.83215, -0.58210], [-0.91575, 2.28030, -0.00355], [0.65417, 2.30807, -3.09109], [-0.73221, 0.88875, -1.76823], [-2.80692, 0.86359, -2.28066], [1.15001, -0.34712, -5.50190], [-1.31378, 0.06050, 2.45384], [-2.80111, -0.90431, 3.84818], [-1.53175, -3.79772, 3.06235], [1.31661, 0.20490, 3.08319], [-0.89882, 2.22235, 2.10714], [-1.80366, -4.22864, 4.01714], [3.48864, -2.46104, -3.29100], [3.16091, -1.15763, -5.26406], [-1.17279, -4.64570, 2.01790], [-1.83172, 1.27057, -2.52732], [-2.12461, 3.58370, 3.65888], [2.23855, 1.69389, 3.17921], [1.45049, -3.02510, -1.62694], [0.53434, 1.40378, -2.03677], [1.56007, 1.18181, 1.63456], [5.03725, -2.07481, -4.69530], [-0.97020, 0.34416, 0.50486], [-0.94882, -0.10679, -0.73884], [-0.49836, -4.74517, -0.02482], [-1.20784, 3.81591, 5.58564], [4.00102, -1.91814, -4.43037], [1.57339, 0.14558, -0.60497], [1.75252, 1.01821, -1.23458], [3.53547, -0.72027, -6.17946], [1.62937, 2.73127, -3.30519], [-0.43766, 2.68647, -3.85993], [-1.93923, -1.52983, 4.09460], [-2.20620, -2.12945, 4.96114]], "homo_ev": [-13.99, -13.99], "gap_ev": [4.664, 5.696], "total_energy_ha": -1929.166113, "relative_energy_kcal_mol": 68.5, "charge": 2}